1.
13
Properties=species:S:1:pos:R:3 method="wB97M-V/def2-TZVPD" gap_ha=0.41130 spin_multiplicity=1 total_charge=+1 smiles="N/C=[NH+]/CN" lumo_energy_ev=-3.54
N -1.533 -1.829 0.237
C -0.767 -0.796 -0.078
N -0.453 0.266 0.646
C 0.550 1.268 0.282
N 1.435 0.528 -0.935
H -1.262 -2.620 -0.280
H -2.145 -1.718 1.023
H -0.096 -0.838 -1.035
H -0.741 0.271 1.616
H 1.288 1.539 1.048
H -0.044 2.221 0.105
H 2.441 0.562 -0.869
H 1.328 1.147 -1.760

2.
16
Properties=species:S:1:pos:R:3 method="wB97M-V/def2-TZVPD" gap_ha="0.17297 / 0.28760" spin_multiplicity=2 total_charge=0 lumo_energy_ev="0.06 / 0.01" s_squared=0.754
O -1.145 -1.603 1.829
C -0.020 -0.977 1.897
C 0.311 0.015 0.844
C 1.774 0.121 0.422
N -0.497 -0.483 -0.354
H 0.879 -1.479 2.303
H 0.014 1.070 0.972
H 2.329 -0.809 0.533
H 2.308 0.798 1.098
H 1.845 0.509 -0.600
H -1.372 -0.874 0.030
H -0.052 -1.335 -0.694
H -0.621 0.173 -1.124
H -1.421 1.663 -3.011
H -2.527 1.896 -1.948
O -1.804 1.314 -2.197

The calculation returns the following largest force on an atom values, one per record and in order: 3.93 1.10 eV/A.
The calculation returns the following energy above the lowest of the compared OMol25 structures with the same formula, charge and spin values, one per record and in order: 202.63 34.18 kJ/mol.